Below is the molecule C6H10O, with properties calculated with ωB97M-V/def2-TZVPD.

XYZ file:
```
17
Properties=species:S:1:pos:R:3:mulliken_charge:R:1
O -1.505 1.202 1.672 -0.5565
C -1.062 0.610 0.465 0.3460
C 0.265 1.249 -0.011 -0.7486
C 1.373 0.254 -0.349 -0.5521
C 0.785 -0.985 -1.030 -0.7139
C -0.279 -1.649 -0.197 -0.3534
C -1.107 -0.899 0.522 -0.5622
H -0.790 1.209 2.306 0.3248
H -1.850 0.882 -0.246 0.1959
H 0.605 1.972 0.750 0.3202
H 0.029 1.833 -0.907 0.2975
H 1.953 -0.019 0.543 0.2976
H 2.072 0.735 -1.039 0.3109
H 0.314 -0.662 -1.966 0.2709
H 1.568 -1.686 -1.318 0.3807
H -0.420 -2.727 -0.266 0.3743
H -1.952 -1.318 1.072 0.3679
```

## Properties
Orbital gap: 10.4 eV
Multiplicity: 1
LUMO energy: 1.031 eV

=====

Below is a cluster of 2 separate species, H3OS in total, with properties calculated with ωB97M-V/def2-TZVPD.

XYZ file:
```
5
Properties=species:S:1:pos:R:3:mulliken_charge:R:1
S 1.026 0.205 0.746 -0.8435
H 0.925 -0.517 -0.366 -0.1290
H -2.052 0.461 -0.711 0.3287
H -0.971 -0.545 -1.119 0.2804
O -1.872 -0.288 -1.295 -0.6366
```

## Properties
Orbital gap: 7.3 eV
Charge: -1
Multiplicity: 1
LUMO energy: 4.634 eV

=====

Below is a structure of composition C21H21CsN3O3STe, with properties calculated with ωB97M-V/def2-TZVPD.

XYZ file:
```
51
Properties=species:S:1:pos:R:3:mulliken_charge:R:1
Cs 1.327 -0.092 -1.044 1.0123
O -0.795 0.779 1.866 -0.7921
C -1.559 -0.355 1.494 2.4463
C -1.677 -0.374 -0.076 0.1102
O -2.151 -1.364 -0.629 -0.7911
O -1.210 0.674 -0.632 -0.9746
C -2.964 -0.226 2.090 -0.2197
C -3.304 -0.818 3.299 -0.1453
C -4.562 -0.623 3.856 -0.8151
C -5.497 0.171 3.207 -0.3946
C -5.161 0.774 2.002 -0.8362
C -3.905 0.577 1.451 -0.3142
C -0.823 -1.606 1.962 -0.6111
C 0.430 -1.516 2.553 -0.2575
C 1.113 -2.662 2.959 -0.7843
C 0.545 -3.911 2.780 -0.3713
C -0.714 -4.009 2.191 -0.8341
C -1.391 -2.871 1.787 -0.0882
H -0.852 1.359 1.084 0.3620
H -2.581 -1.438 3.815 0.4022
H -4.809 -1.093 4.800 0.3765
H -6.480 0.319 3.637 0.3703
H -5.880 1.400 1.489 0.4024
H -3.647 1.056 0.514 0.4303
H 0.862 -0.537 2.707 0.5336
H 2.088 -2.570 3.420 0.4126
H 1.074 -4.802 3.095 0.3943
H -1.168 -4.981 2.044 0.3755
H -2.361 -2.952 1.316 0.4660
N -0.808 1.140 -3.550 -0.5855
N -1.635 2.159 -2.981 -0.0430
C -1.190 3.451 -2.969 0.2737
N -0.083 3.676 -3.710 -0.4392
S -2.029 4.650 -2.154 -0.4720
H -0.945 1.188 -4.557 0.2546
H -1.242 0.272 -3.249 0.2615
H -2.058 1.863 -2.110 0.2702
H 0.602 2.929 -3.751 0.2362
H 0.300 4.599 -3.590 0.2692
Te 3.048 2.960 -1.909 -0.2736
C 4.522 1.464 -2.096 -0.7636
C 5.129 0.895 -0.965 -0.0651
C 6.069 -0.125 -1.075 -0.4125
C 6.439 -0.610 -2.321 -0.3694
C 5.857 -0.058 -3.455 -0.4551
C 4.915 0.958 -3.345 -0.3160
H 4.863 1.273 0.016 0.4071
H 6.518 -0.541 -0.180 0.3418
H 7.171 -1.403 -2.408 0.3543
H 6.138 -0.422 -4.437 0.3362
H 4.468 1.373 -4.240 0.3252
```

## Properties
Orbital gap: 5.8 eV
Charge: -1
Multiplicity: 1
LUMO energy: 1.826 eV

=====

Below is a cluster of 2 separate species, C4H12NO2 in total, with properties calculated with ωB97M-V/def2-TZVPD.

XYZ file:
```
19
Properties=species:S:1:pos:R:3:mulliken_charge:R:1
C 0.165 0.591 -1.496 -1.2760
C 0.163 0.856 0.103 0.1289
C -1.299 1.528 0.258 -1.2574
N 0.214 -0.358 0.955 -0.3449
C -0.635 -1.555 0.500 -0.2024
O -0.774 -2.123 1.671 -0.9139
H -0.713 0.051 -1.829 0.3079
H 0.111 1.545 -2.076 0.3928
H 1.057 0.041 -1.821 0.3306
H 0.987 1.576 0.332 0.2698
H -1.993 0.681 -0.011 0.2386
H -1.376 1.797 1.294 0.3672
H -1.339 2.367 -0.403 0.4584
H -0.010 -0.050 1.880 0.2365
H -1.629 -1.487 -0.031 0.1534
H -0.066 -2.027 -0.417 0.0827
H 2.198 -1.614 -0.132 0.2894
H 2.086 -0.772 0.929 0.4727
O 2.854 -1.046 0.294 -0.7341
```

## Properties
Orbital gap: 6.7 eV
Charge: -1
Multiplicity: 1
LUMO energy: 3.936 eV

=====

Below is a structure of composition C9H17N2O7P2PdSi, with properties calculated with ωB97M-V/def2-TZVPD.

XYZ file:
```
39
Properties=species:S:1:pos:R:3:lowdin_spin:R:1
Pd -0.232 0.393 0.886 1.4699
O 1.095 2.539 4.393 0.0044
P 0.399 1.716 3.206 0.0044
O 1.284 0.596 2.768 0.0488
O -0.088 2.596 2.092 0.0773
O -0.891 1.082 3.956 -0.0010
P -2.323 0.707 3.294 0.0096
O -2.498 -0.813 3.828 0.0015
O -3.384 1.572 3.837 0.0077
O -2.123 0.573 1.792 0.0649
H 0.627 3.369 4.539 0.0006
H -2.893 -0.795 4.706 0.0000
C -2.027 2.838 -1.485 -0.0006
C -0.855 2.060 -2.004 0.0097
C -0.273 2.291 -3.243 0.0094
C 0.807 1.501 -3.629 -0.0004
C 1.305 0.526 -2.789 0.0065
C 0.686 0.349 -1.544 0.0183
N -0.393 1.093 -1.218 0.0895
N 1.066 -0.474 -0.521 0.1514
Si 1.140 -2.199 -0.577 0.0171
C -0.170 -2.832 -1.773 0.0018
C 2.811 -2.904 -1.086 0.0037
C 0.795 -2.789 1.165 0.0022
H -2.010 3.864 -1.852 -0.0001
H -2.018 2.836 -0.395 -0.0006
H -2.960 2.374 -1.812 -0.0002
H -0.652 3.077 -3.882 0.0011
H 1.275 1.668 -4.592 -0.0002
H 2.169 -0.070 -3.048 0.0013
H 0.015 -2.491 -2.795 0.0000
H -1.156 -2.471 -1.471 -0.0001
H -0.194 -3.925 -1.785 0.0003
H 3.073 -2.641 -2.115 0.0000
H 2.816 -3.994 -1.007 0.0006
H 3.591 -2.510 -0.430 0.0001
H -0.253 -2.654 1.443 0.0009
H 1.397 -2.209 1.870 0.0000
H 1.045 -3.848 1.276 0.0003
```

## Properties
Orbital gap (spin up / spin down): 8.4 / 7.2 eV
Charge: -1
Multiplicity: 3
LUMO energy (spin up / spin down): 2.879 / 1.747 eV

=====

Below is the molecule C4H5ClO, with properties calculated with ωB97M-V/def2-TZVPD.

XYZ file:
```
11
Properties=species:S:1:pos:R:3:mulliken_charge:R:1
C -0.841 0.272 0.037 0.1074
C -1.171 1.556 -0.125 -0.6643
C 0.453 -0.363 0.516 0.0660
C 1.262 -1.093 -0.390 -0.2914
H -0.343 2.264 0.028 0.2515
H -2.174 1.857 -0.379 0.3041
H 0.371 -0.666 1.574 0.3435
H 1.798 -1.970 0.019 0.2466
H 1.037 -1.053 -1.453 0.2540
O 1.689 0.166 0.128 -0.4101
Cl -2.081 -0.970 0.044 -0.2072
```

## Properties
Orbital gap: 10.7 eV
Multiplicity: 1
LUMO energy: 0.867 eV

=====

Below is a cluster of 2 separate species, C2H4F3N in total, with properties calculated with ωB97M-V/def2-TZVPD.

XYZ file:
```
10
Properties=species:S:1:pos:R:3:mulliken_charge:R:1
C -0.042 -0.321 1.092 -0.8176
C -0.431 -0.843 -0.222 0.0209
N 0.565 0.987 -1.587 0.0495
F 0.238 -1.878 -0.700 -0.2324
F -0.514 1.827 -1.580 -0.1356
F 1.381 1.511 -0.630 -0.1331
H -0.219 -1.067 1.874 0.3088
H 1.027 -0.092 1.113 0.2725
H -0.609 0.576 1.325 0.2853
H -1.395 -0.700 -0.685 0.3818
```

## Properties
Orbital gap (spin up / spin down): 10.6 / 7.8 eV
Multiplicity: 1
LUMO energy (spin up / spin down): 0.532 / -0.335 eV

=====

Energy above the lowest of the compared OMol25 structures with the same formula, charge and spin: 6.7, 4.7, 0.0, 44.0, 0.0, 29.8, 150.9 (kcal per mole)